{
  "formula": "C20H60O10",
  "method": "the ωB97M-V functional and the def2-TZVPD basis",
  "smiles": "CCO.CCO.CCO.CCO.CCO.CCO.CCO.CCO.CCO.CCO",
  "orbital_gap_ev": 10.263,
  "lumo_ev": 0.4,
  "charge": 0,
  "mol_weight_da": 460.69,
  "total_energy_ha": -1550.21482,
  "e_above_lowest_ev": 3.304,
  "multiplicity": 1,
  "elements": ["C", "C", "O", "H", "H", "H", "H", "H", "H", "C", "C", "O", "H", "H", "H", "H", "H", "H", "C", "C", "O", "H", "H", "H", "H", "H", "H", "C", "C", "O", "H", "H", "H", "H", "H", "H", "C", "C", "O", "H", "H", "H", "H", "H", "H", "C", "C", "O", "H", "H", "H", "H", "H", "H", "C", "C", "O", "H", "H", "H", "H", "H", "H", "C", "C", "O", "H", "H", "H", "H", "H", "H", "C", "C", "O", "H", "H", "H", "H", "H", "H", "C", "C", "O", "H", "H", "H", "H", "H", "H"],
  "coordinates": [[-0.923, 0.459, -0.042], [0.580, 0.826, -0.130], [1.079, 0.369, -1.412], [-1.415, 0.775, -0.962], [-1.334, 1.014, 0.800], [-1.201, -0.583, 0.120], [1.280, 0.477, 0.629], [0.682, 1.907, -0.043], [1.328, -0.553, -1.315], [-6.932, -2.749, -1.605], [-6.108, -1.545, -1.907], [-5.027, -1.866, -2.711], [-7.274, -3.315, -2.471], [-7.809, -2.443, -1.034], [-6.404, -3.538, -1.069], [-5.832, -1.058, -0.971], [-6.791, -0.855, -2.402], [-4.636, -1.049, -3.029], [-5.805, 0.344, 4.885], [-5.817, 0.729, 3.412], [-5.219, 1.989, 3.236], [-6.311, 1.119, 5.461], [-4.796, 0.099, 5.218], [-6.441, -0.518, 5.085], [-6.852, 0.805, 3.080], [-5.349, -0.086, 2.860], [-5.880, 2.651, 3.447], [-0.807, -0.358, -5.190], [-1.392, 1.042, -5.239], [-2.758, 1.006, -4.826], [-1.203, -0.866, -6.068], [-0.913, -0.884, -4.241], [0.267, -0.425, -5.365], [-1.362, 1.480, -6.236], [-0.913, 1.759, -4.572], [-3.104, 1.894, -4.714], [5.929, -0.119, 1.035], [5.908, 1.320, 0.597], [7.103, 1.950, 0.983], [5.675, -0.171, 2.094], [6.900, -0.574, 0.837], [5.219, -0.737, 0.485], [5.174, 1.969, 1.073], [5.943, 1.484, -0.480], [7.172, 2.775, 0.499], [-3.204, -4.036, 1.980], [-2.511, -5.334, 1.675], [-3.371, -6.146, 0.936], [-3.639, -3.588, 1.087], [-2.506, -3.354, 2.465], [-4.020, -4.152, 2.694], [-2.131, -5.860, 2.550], [-1.678, -5.124, 1.003], [-3.431, -5.772, 0.054], [2.518, 6.632, 2.438], [2.717, 8.056, 1.897], [3.567, 7.994, 0.783], [3.411, 6.011, 2.367], [1.758, 6.106, 1.860], [2.266, 6.645, 3.499], [3.101, 8.780, 2.616], [1.734, 8.436, 1.621], [3.357, 8.734, 0.209], [4.612, -4.006, -2.180], [3.101, -4.280, -1.999], [2.531, -3.474, -1.005], [4.915, -3.036, -2.573], [5.006, -4.720, -2.903], [5.174, -4.251, -1.278], [2.994, -5.345, -1.795], [2.577, -4.183, -2.949], [2.601, -4.008, -0.210], [0.725, 5.477, -2.937], [2.150, 4.885, -2.799], [2.235, 3.716, -3.577], [0.371, 5.579, -3.963], [0.612, 6.481, -2.530], [-0.034, 4.802, -2.541], [2.286, 4.622, -1.750], [2.909, 5.637, -3.012], [1.807, 3.028, -3.062], [2.284, -3.111, 3.861], [2.419, -4.601, 3.904], [2.712, -5.025, 2.610], [3.267, -2.670, 3.698], [2.007, -2.831, 4.877], [1.550, -2.731, 3.149], [1.499, -5.104, 4.204], [3.169, -4.877, 4.646], [2.955, -5.953, 2.582]],
  "lowdin_charge": [-0.078, -0.280, -0.105, 0.069, 0.065, 0.063, 0.103, 0.097, 0.067, -0.101, -0.373, -0.053, 0.076, 0.077, 0.068, 0.107, 0.110, 0.082, -0.097, -0.339, -0.075, 0.070, 0.075, 0.068, 0.106, 0.108, 0.082, -0.079, -0.315, -0.099, 0.073, 0.074, 0.071, 0.106, 0.100, 0.075, -0.076, -0.339, -0.102, 0.073, 0.079, 0.067, 0.108, 0.111, 0.080, -0.095, -0.346, -0.078, 0.071, 0.069, 0.073, 0.115, 0.107, 0.084, -0.081, -0.335, -0.078, 0.069, 0.068, 0.069, 0.104, 0.104, 0.081, -0.086, -0.329, -0.071, 0.069, 0.063, 0.067, 0.105, 0.106, 0.071, -0.092, -0.314, -0.074, 0.065, 0.063, 0.061, 0.101, 0.109, 0.072, -0.087, -0.358, -0.078, 0.076, 0.076, 0.077, 0.108, 0.112, 0.086]
}

{
  "formula": "C10H9ClO2Se",
  "method": "the ωB97M-V functional and the def2-TZVPD basis",
  "smiles": "O=C[C@@H](Cl)[C@@H](C=O)[Se]c1ccccc1",
  "orbital_gap_ev": 9.092,
  "lumo_ev": 0.2,
  "charge": 0,
  "mol_weight_da": 275.59,
  "total_energy_ha": -3398.46505,
  "multiplicity": 1,
  "elements": ["O", "C", "C", "Cl", "C", "C", "O", "Se", "C", "C", "C", "C", "C", "C", "H", "H", "H", "H", "H", "H", "H", "H", "H"],
  "coordinates": [[3.223, 0.266, 1.450], [2.937, -0.662, 2.139], [1.607, -1.437, 2.152], [0.711, -0.952, 3.639], [0.612, -1.119, 0.860], [0.761, -2.227, -0.156], [1.639, -2.312, -0.974], [-1.288, -0.732, 1.313], [-1.443, 0.558, -0.166], [-1.864, 0.004, -1.346], [-2.073, 0.789, -2.446], [-1.539, 2.079, -2.428], [-1.102, 2.616, -1.271], [-1.062, 1.843, -0.062], [3.595, -1.009, 2.965], [1.964, -2.534, 2.460], [1.015, -0.152, 0.659], [-0.060, -2.986, -0.254], [-2.341, -0.972, -1.255], [-2.503, 0.434, -3.348], [-1.572, 2.677, -3.440], [-0.652, 3.526, -1.275], [-0.566, 2.303, 0.783]],
  "lowdin_charge": [0.090, -0.312, -0.599, 0.570, -0.501, -0.308, 0.067, 1.014, -0.531, -0.146, -0.076, -0.096, -0.073, -0.084, 0.124, 0.143, 0.071, 0.123, 0.097, 0.097, 0.147, 0.071, 0.114]
}

{
  "formula": "C19H22F2N2O2S",
  "method": "the ωB97M-V functional and the def2-TZVPD basis",
  "orbital_gap_ev": 6.181,
  "lumo_ev": -0.8,
  "charge": 0,
  "mol_weight_da": 380.46,
  "total_energy_ha": -1595.06241,
  "e_above_lowest_ev": 0.767,
  "multiplicity": 1,
  "elements": ["C", "C", "C", "C", "N", "C", "C", "C", "C", "C", "C", "H", "H", "H", "H", "H", "H", "H", "H", "H", "H", "H", "H", "H", "H", "H", "H", "H", "F", "C", "F", "S", "N", "C", "O", "C", "C", "C", "C", "C", "C", "C", "O", "H", "H", "H", "H", "H"],
  "coordinates": [[-2.866, 0.185, 1.731], [-2.510, -0.824, 0.624], [-1.095, -1.314, 0.894], [-0.126, -0.232, 1.368], [1.106, -0.672, 1.665], [1.568, -2.056, 1.409], [3.068, -2.077, 1.739], [3.479, -0.621, 2.068], [2.173, 0.216, 2.100], [-0.547, 1.120, 1.547], [-2.015, 1.408, 1.371], [-3.928, 0.425, 1.727], [-2.571, -0.215, 2.720], [-3.219, -1.677, 0.539], [-2.487, -0.340, -0.357], [-1.159, -2.102, 1.667], [-0.691, -1.752, -0.035], [1.003, -2.815, 1.974], [1.426, -2.320, 0.342], [3.269, -2.758, 2.574], [3.614, -2.455, 0.861], [4.006, -0.548, 3.031], [4.140, -0.211, 1.282], [2.280, 1.085, 1.425], [1.978, 0.589, 3.123], [-0.036, 1.720, 2.329], [-2.229, 1.647, 0.312], [-2.277, 2.315, 1.914], [0.501, 5.275, 0.230], [0.486, 4.274, -0.734], [1.651, 4.339, -1.469], [0.321, 2.733, 0.203], [0.158, 1.825, -1.414], [1.058, 0.772, -1.629], [2.172, 0.664, -1.133], [0.319, -0.176, -2.489], [-0.969, 0.314, -2.682], [-2.004, -0.498, -3.134], [-1.700, -1.842, -3.389], [-0.383, -2.318, -3.264], [0.650, -1.488, -2.797], [-1.123, 1.571, -1.931], [-2.138, 2.239, -1.735], [-0.375, 4.372, -1.399], [-2.998, -0.076, -3.298], [-2.503, -2.531, -3.671], [-0.156, -3.348, -3.545], [1.677, -1.824, -2.663]],
  "lowdin_charge": [-0.174, -0.187, -0.125, -0.224, -0.074, -0.141, -0.153, -0.141, -0.154, -0.303, -0.243, 0.105, 0.123, 0.121, 0.088, 0.129, 0.106, 0.116, 0.110, 0.104, 0.107, 0.105, 0.111, 0.090, 0.124, 0.091, 0.069, 0.113, -0.030, -0.593, -0.010, 1.139, -0.095, -0.394, 0.101, -0.093, -0.097, 0.005, -0.053, -0.053, 0.002, -0.399, 0.087, 0.111, 0.131, 0.112, 0.109, 0.125]
}

{
  "formula": "C24H36N2O3",
  "method": "the ωB97M-V functional and the def2-TZVPD basis",
  "smiles": "CC(C)Oc1ccc(CCNC(=O)[C@@H]2CCC(=O)N(C3CCCCCC3)C2)cc1",
  "orbital_gap_ev": 9.065,
  "lumo_ev": 0.6,
  "charge": 0,
  "mol_weight_da": 400.56,
  "total_energy_ha": -1271.40775,
  "e_above_lowest_ev": 0.068,
  "multiplicity": 1,
  "elements": ["C", "C", "C", "O", "C", "C", "C", "C", "C", "C", "N", "C", "O", "C", "C", "C", "C", "O", "N", "C", "C", "C", "C", "C", "C", "C", "C", "C", "C", "H", "H", "H", "H", "H", "H", "H", "H", "H", "H", "H", "H", "H", "H", "H", "H", "H", "H", "H", "H", "H", "H", "H", "H", "H", "H", "H", "H", "H", "H", "H", "H", "H", "H", "H", "H"],
  "coordinates": [[4.641, 1.391, -0.117], [4.008, 0.507, -1.186], [4.802, 0.568, -2.491], [2.685, 0.994, -1.375], [1.761, 0.238, -2.024], [0.545, 0.872, -2.285], [-0.474, 0.200, -2.927], [-0.317, -1.120, -3.333], [-1.436, -1.872, -3.999], [-2.002, -2.948, -3.062], [-2.427, -2.382, -1.804], [-1.763, -2.602, -0.648], [-0.843, -3.386, -0.549], [-2.257, -1.774, 0.536], [-3.789, -1.727, 0.683], [-4.330, -0.309, 0.482], [-3.616, 0.638, 1.430], [-4.199, 1.376, 2.201], [-2.271, 0.554, 1.340], [-1.429, 1.314, 2.256], [-0.405, 2.168, 1.484], [1.062, 1.742, 1.548], [1.748, 2.129, 2.858], [1.460, 1.179, 4.016], [-0.017, 1.075, 4.382], [-0.856, 0.368, 3.317], [-1.687, -0.350, 0.382], [0.892, -1.746, -3.068], [1.922, -1.085, -2.425], [4.627, 2.428, -0.442], [4.084, 1.310, 0.812], [5.669, 1.085, 0.058], [3.972, -0.528, -0.816], [5.804, 0.176, -2.336], [4.873, 1.600, -2.826], [4.313, -0.012, -3.270], [0.427, 1.899, -1.977], [-1.402, 0.718, -3.131], [-1.076, -2.362, -4.906], [-2.233, -1.179, -4.280], [-1.234, -3.684, -2.819], [-2.848, -3.455, -3.539], [-3.126, -1.659, -1.842], [-1.815, -2.224, 1.429], [-4.268, -2.415, -0.016], [-4.062, -2.051, 1.688], [-4.178, 0.031, -0.545], [-5.398, -0.271, 0.698], [-2.132, 1.987, 2.761], [-0.717, 2.188, 0.437], [-0.466, 3.196, 1.846], [1.581, 2.243, 0.728], [1.170, 0.670, 1.378], [2.829, 2.150, 2.700], [1.443, 3.141, 3.135], [2.015, 1.526, 4.892], [1.836, 0.183, 3.767], [-0.094, 0.511, 5.315], [-0.424, 2.070, 4.568], [-1.712, -0.114, 3.797], [-0.261, -0.418, 2.848], [-0.607, -0.371, 0.516], [-1.877, 0.009, -0.638], [1.039, -2.772, -3.370], [2.841, -1.618, -2.241]],
  "lowdin_charge": [-0.031, -0.429, -0.034, -0.045, -0.263, -0.008, -0.054, -0.248, -0.132, -0.166, 0.073, -0.472, 0.074, -0.180, -0.126, -0.084, -0.459, 0.059, -0.022, -0.262, -0.120, -0.204, -0.203, -0.212, -0.187, -0.138, -0.101, -0.025, -0.006, 0.089, 0.062, 0.084, 0.139, 0.084, 0.088, 0.072, 0.117, 0.114, 0.118, 0.111, 0.117, 0.120, 0.135, 0.147, 0.113, 0.123, 0.117, 0.123, 0.142, 0.106, 0.117, 0.101, 0.106, 0.095, 0.114, 0.107, 0.113, 0.109, 0.119, 0.122, 0.111, 0.129, 0.114, 0.122, 0.109]
}

- What is the formula in the fourth record?
  C24H36N2O3

- Which formula does entry 2 have?
  C10H9ClO2Se

- charge of number 1 (C20H60O10)?
  0